No. 1
18 unconnected molecules or ions with the total composition H35O18 in a non-equilibrium geometry. Source: the OMol25 dataset; level of theory: the ωB97M-V functional and the def2-TZVPD basis.

Geometry (Å):
O  0.471  -1.914  -0.967
H  1.650  -5.652  0.694
H  -3.193  0.383  -5.220
O  1.934  2.352  -0.348
H  1.640  1.979  0.289
O  0.204  -3.025  2.498
H  0.386  -2.639  3.370
H  0.796  -2.662  1.707
O  -0.177  -5.426  0.077
H  -1.490  -0.812  2.068
H  -0.040  -4.944  -0.778
O  0.104  -0.099  1.696
H  0.433  0.759  1.912
H  0.757  -1.774  -1.803
O  -1.483  -0.003  -2.911
H  -1.551  0.659  -2.207
H  -0.726  0.280  -3.433
O  2.023  -4.963  1.289
H  3.201  0.382  -0.633
H  1.008  -4.846  1.822
O  -1.112  0.614  -0.468
H  0.211  2.562  1.616
H  4.336  0.874  -1.202
O  -1.946  3.603  -1.636
H  -1.256  3.082  -1.156
H  -2.717  3.506  -1.116
O  1.378  4.477  0.942
H  2.026  5.153  1.037
H  1.725  3.645  0.746
O  4.022  0.000  -1.041
H  2.946  1.987  2.529
H  -2.046  0.223  -0.563
O  2.745  1.704  1.788
H  3.445  1.162  1.448
H  -0.495  -4.855  0.817
O  1.465  0.558  -2.875
H  1.137  2.519  -0.797
H  2.498  0.331  -2.638
O  -3.065  -0.561  -5.146
H  -0.254  0.048  0.609
H  -3.163  -1.007  -4.317
O  -2.375  -1.082  1.894
H  -0.430  -1.539  -1.153
H  -2.604  -1.456  2.695
O  -0.597  2.318  1.715
H  0.902  0.683  -2.189
H  -1.015  1.616  1.158
O  -2.672  3.953  0.907
H  -1.827  3.927  1.504
H  -2.980  3.092  1.481
O  -1.648  -3.370  1.249
H  -1.287  -2.601  0.877
H  -1.295  -3.203  2.162

Values from the calculation:
Net charge: -1
LUMO level (eV): 2.066
Frontier orbital gap (eV): 8.331
DFT total energy (Eh): -1375.10574
Energy above the lowest of the compared OMol25 structures with the same formula, charge and spin (kcal/mol): 169.80

Charges computed using Mulliken, reported in e:
1 O -0.557
2 H 0.372
3 H 0.298
4 O -0.698
5 H 0.000
6 O -0.577
7 H 0.232
8 H 0.342
9 O -0.724
10 H 0.448
11 H 0.325
12 O -0.774
13 H 0.134
14 H 0.276
15 O -0.539
16 H 0.315
17 H 0.283
18 O -0.684
19 H 0.174
20 H 0.341
21 O -1.024
22 H 0.293
23 H 0.413
24 O -0.658
25 H 0.340
26 H 0.319
27 O -0.592
28 H 0.235
29 H 0.587
30 O -0.681
31 H 0.152
32 H 0.168
33 O -0.345
34 H 0.229
35 H 0.398
36 O -0.641
37 H 0.409
38 H 0.338
39 O -0.620
40 H 0.434
41 H 0.304
42 O -0.572
43 H 0.309
44 H 0.291
45 O -0.735
46 H 0.309
47 H 0.479
48 O -0.714
49 H 0.354
50 H 0.314
51 O -0.770
52 H 0.284
53 H 0.405

---

No. 2
2 unconnected molecules or ions with the total composition C4H8O2. Source: the OMol25 dataset; level of theory: the ωB97M-V functional and the def2-TZVPD basis.

Geometry (Å):
C  -0.910  0.652  1.549
C  -1.315  -0.118  0.541
O  -2.014  0.405  -0.498
C  0.621  0.108  -1.122
C  1.704  -0.525  -0.317
O  0.027  -0.462  -2.013
H  -1.012  1.731  1.476
H  -0.584  0.220  2.487
H  1.645  -0.163  0.716
H  -1.113  -1.193  0.520
H  -1.746  -0.024  -1.328
H  0.420  1.168  -0.873
H  1.646  -1.616  -0.371
H  2.630  -0.191  -0.797

Values from the calculation:
LUMO level (eV): 0.776
Frontier orbital gap (eV): 10.032
SMILES: C=CO.CC=O
DFT total energy (Eh): -307.63417
Energy above the lowest of the compared OMol25 structures with the same formula, charge and spin (kcal/mol): 49.11

Charges computed using Mulliken, reported in e:
1 C -0.732
2 C -0.131
3 O -0.505
4 C 0.240
5 C -0.912
6 O -0.602
7 H 0.261
8 H 0.305
9 H 0.263
10 H 0.404
11 H 0.382
12 H 0.381
13 H 0.293
14 H 0.354

---

No. 3
A single C12H20N4O3 molecule in a non-equilibrium geometry. Source: the OMol25 dataset; level of theory: the ωB97M-V functional and the def2-TZVPD basis.

Geometry (Å):
C  -1.137  0.155  0.287
C  -0.841  1.237  -0.709
C  -2.388  -0.671  -0.178
C  -2.185  -2.051  0.441
C  -3.693  0.055  0.264
C  -4.907  -0.474  -0.427
C  1.647  1.332  -0.050
C  2.507  2.429  0.455
C  2.365  0.535  -1.141
C  3.180  -0.618  -0.615
C  4.579  -0.705  -0.404
C  3.407  -2.524  0.330
H  -0.217  0.928  1.840
H  -1.815  1.484  1.855
H  -0.258  -0.564  0.298
H  -2.240  -0.855  -1.241
H  -0.978  -2.330  0.377
H  -2.556  -1.969  1.588
H  -2.959  -2.830  -0.113
H  -3.577  1.149  0.121
H  -3.720  -0.013  1.427
H  -5.015  -1.531  -0.321
H  -5.083  -0.121  -1.548
H  -5.798  -0.014  0.019
H  0.593  2.369  -1.549
H  1.383  0.684  0.755
H  1.628  0.101  -1.911
H  3.010  1.184  -1.718
H  5.418  -0.131  -0.628
H  3.215  -3.489  0.920
H  5.496  -2.663  0.127
H  0.864  3.379  0.676
N  -1.200  0.648  1.696
N  0.377  1.912  -0.614
N  2.489  -1.721  -0.216
N  4.616  -1.988  0.159
O  -1.739  1.760  -1.417
O  3.731  2.412  0.344
O  1.802  3.514  0.824

Values from the calculation:
LUMO level (eV): 0.612
Frontier orbital gap (eV): 9.558
SMILES: CC[C@H](C)[C@H](N)C(=O)N[C@@H](Cc1c[nH]cn1)C(=O)O
DFT total energy (Eh): -913.94832
Energy above the lowest of the compared OMol25 structures with the same formula, charge and spin (kcal/mol): 80.59

Charges computed using Mulliken, reported in e:
1 C 0.534
2 C -0.046
3 C 0.218
4 C -1.107
5 C -0.375
6 C -1.326
7 C 0.356
8 C 0.318
9 C -0.629
10 C 0.231
11 C -0.818
12 C -0.295
13 H 0.365
14 H 0.295
15 H -0.114
16 H 0.426
17 H 0.263
18 H 0.232
19 H 0.314
20 H 0.326
21 H 0.300
22 H 0.344
23 H 0.242
24 H 0.381
25 H 0.241
26 H 0.274
27 H 0.297
28 H 0.485
29 H 0.468
30 H 0.349
31 H 0.285
32 H 0.434
33 N -0.625
34 N -0.319
35 N -0.439
36 N -0.125
37 O -0.674
38 O -0.548
39 O -0.538

---

No. 4
2 unconnected molecules or ions with the total composition C5H8N4O in a non-equilibrium geometry. Source: the OMol25 dataset; level of theory: the ωB97M-V functional and the def2-TZVPD basis.

Geometry (Å):
C  2.720  2.354  -0.116
C  3.038  -0.105  0.028
C  0.547  -0.306  0.365
C  -0.338  0.952  0.144
C  -0.941  -1.553  1.552
N  2.701  2.648  0.982
N  1.857  -0.154  -0.116
N  0.239  -1.439  0.842
N  2.836  2.154  -1.405
O  4.182  -0.114  -0.034
H  -1.427  0.882  0.402
H  -0.109  1.240  -0.883
H  0.167  1.765  0.699
H  -0.991  -2.656  1.771
H  -0.975  -1.024  2.453
H  -1.963  -1.493  0.904
H  2.060  1.575  -1.833
H  3.453  2.705  -1.983

Values from the calculation:
LUMO level (eV): 0.490
Frontier orbital gap (eV): 10.081
SMILES: C/N=C(\C)N=C=O.N#CN
DFT total energy (Eh): -489.51705
Energy above the lowest of the compared OMol25 structures with the same formula, charge and spin (kcal/mol): 70.22

Charges computed using Mulliken, reported in e:
1 C 0.389
2 C 0.674
3 C 0.596
4 C -1.024
5 C -0.908
6 N -0.459
7 N -0.269
8 N -0.496
9 N -0.385
10 O -0.432
11 H 0.350
12 H 0.288
13 H 0.313
14 H 0.298
15 H 0.354
16 H 0.259
17 H 0.238
18 H 0.214

---

> Which of these has the highest DFT total energy?

C4H8O2